Entry 1:
Here is a molecular structure, C30H52BrN3OP2Zn at a distorted geometry from OMol25. Energies are from ωB97M-V with the def2-TZVPD basis set.

Results
Energy relative to the best compared isomer or geometry (same formula, charge and spin): 5.149 eV
Total energy: -175487.8082 eV
Orbital gap (spin up / spin down): 3.08 / 2.94 eV
E_HOMO (spin up / spin down): -12.1297 / -12.3963 eV
Charge: +2
2S+1: 1

Each line ends with the Löwdin charge.
Cartesian coordinates (Å):
1 N 8.672 3.525 -5.999  0.064
2 C 8.095 2.376 -6.386  -0.132
3 C 7.111 1.708 -5.648  -0.020
4 C 6.670 2.244 -4.415  -0.225
5 C 7.282 3.455 -4.012  -0.019
6 C 8.256 4.039 -4.826  -0.132
7 C 5.641 1.545 -3.647  -0.026
8 Zn -0.166 -0.696 0.113  0.571
9 P -6.090 1.650 0.218  1.118
10 C 4.464 2.072 -3.216  -0.031
11 C 3.420 1.397 -2.450  -0.196
12 C 2.367 2.163 -1.893  -0.020
13 C 1.339 1.566 -1.154  -0.155
14 C 1.309 0.171 -0.934  -0.282
15 C 2.364 -0.595 -1.489  -0.134
16 C 3.392 -0.002 -2.226  -0.013
17 Br -2.036 -1.800 1.439  0.813
18 H 5.873 0.498 -3.414  0.120
19 H 4.243 3.121 -3.457  0.125
20 H 6.682 0.773 -6.024  0.115
21 H 7.003 3.942 -3.072  0.113
22 H 8.438 1.960 -7.344  0.114
23 H 8.733 4.980 -4.516  0.113
24 H 2.363 3.248 -2.051  0.123
25 H 4.188 -0.634 -2.635  0.116
26 H 0.544 2.200 -0.743  0.088
27 H 2.379 -1.682 -1.341  0.090
28 P 0.350 0.597 1.983  0.947
29 C -5.424 1.068 -1.441  -0.416
30 C -6.294 1.500 -2.628  -0.161
31 H -5.297 -0.033 -1.425  0.081
32 H -4.412 1.504 -1.537  0.079
33 H -6.154 0.822 -3.489  0.080
34 H -7.369 1.489 -2.371  0.070
35 H -6.040 2.525 -2.953  0.077
36 C -4.948 3.126 0.435  -0.414
37 C -5.493 4.215 1.368  -0.161
38 H -4.803 3.542 -0.580  0.081
39 H -3.955 2.776 0.782  0.070
40 H -4.998 5.184 1.175  0.080
41 H -6.580 4.354 1.227  0.072
42 H -5.321 3.963 2.429  0.074
43 C -5.248 0.382 1.327  -0.440
44 C -6.190 -0.707 1.860  -0.165
45 H -4.730 0.904 2.156  0.079
46 H -4.460 -0.088 0.709  0.023
47 H -5.791 -1.154 2.789  0.073
48 H -7.193 -0.307 2.086  0.072
49 H -6.316 -1.515 1.118  0.077
50 C -0.048 -0.317 3.553  -0.416
51 C 1.005 -0.371 4.668  -0.121
52 H -0.277 -1.339 3.204  -0.026
53 H -0.998 0.121 3.913  0.088
54 H 1.872 -0.979 4.361  0.072
55 H 1.367 0.626 4.965  0.082
56 H 0.569 -0.851 5.563  0.089
57 C -0.489 2.253 2.100  -0.355
58 C 0.346 3.524 1.898  -0.127
59 H -0.954 2.261 3.101  0.087
60 H -1.336 2.207 1.390  0.066
61 H 0.802 3.859 2.845  0.091
62 H 1.154 3.391 1.160  0.053
63 H -0.304 4.342 1.539  0.089
64 C 2.182 0.912 1.938  -0.367
65 C 3.149 -0.261 1.736  -0.116
66 H 2.392 1.413 2.901  0.093
67 H 2.304 1.696 1.168  0.060
68 H 4.030 0.038 1.142  0.093
69 H 3.506 -0.681 2.690  0.075
70 H 2.639 -1.070 1.184  0.051
71 C -0.070 -4.379 -1.640  -0.018
72 N -0.508 -4.884 -0.337  -0.111
73 C -0.783 -6.299 -0.294  -0.053
74 C -0.652 -4.020 0.755  -0.343
75 O -0.468 -2.767 0.510  -0.419
76 N -1.159 -4.469 2.065  -0.102
77 C -1.627 -5.791 2.453  -0.089
78 C -1.355 -3.678 3.331  -0.175
79 H 0.030 -5.197 -2.391  0.111
80 H 0.926 -3.910 -1.547  0.094
81 H -0.808 -3.664 -2.060  0.107
82 H -0.103 -6.752 0.458  0.117
83 H -1.882 -6.438 -0.153  0.117
84 H -0.578 -6.847 -1.227  0.105
85 H -1.012 -6.120 3.315  0.116
86 H -2.713 -5.719 2.720  0.125
87 H -1.611 -6.635 1.824  0.041
88 H -0.412 -3.256 3.660  0.087
89 H -2.291 -3.067 3.425  0.044
90 H -1.708 -4.252 4.219  0.105



Entry 2:
Here is a molecular structure, C30H52EuP2 at a distorted geometry from OMol25. Energies are from ωB97M-V with the def2-TZVPD basis set.

Results
<S²>: 12.0276
Energy relative to the best compared isomer or geometry (same formula, charge and spin): 0.369 eV
Total energy: -69845.4030 eV
Orbital gap (spin up / spin down): 5.85 / 5.82 eV
E_HOMO (spin up / spin down): -9.3227 / -9.2315 eV
Charge: +1
2S+1: 7

Each line ends with the Löwdin charge.
Cartesian coordinates (Å):
1 Eu -2.615 0.026 -2.633  1.362
2 C 0.110 0.398 1.485  -0.167
3 C 1.037 0.764 0.468  -0.212
4 C -0.815 2.117 0.264  -0.248
5 C -1.095 1.135 1.246  -0.174
6 C 0.476 1.860 -0.243  -0.203
7 C 0.456 -0.396 2.677  -0.021
8 H 1.202 -1.179 2.465  0.078
9 H -0.428 -0.864 3.127  0.060
10 H 0.897 0.264 3.449  0.103
11 C -2.440 0.919 1.800  -0.031
12 H -2.739 -0.124 1.662  0.031
13 H -3.154 1.523 1.228  0.070
14 H -2.550 1.212 2.858  0.108
15 C -1.654 3.289 -0.072  -0.067
16 H -1.473 4.114 0.643  0.098
17 H -2.722 3.048 -0.001  0.060
18 H -1.390 3.683 -1.063  0.065
19 C 1.186 2.678 -1.241  -0.020
20 H 2.227 2.828 -0.919  0.091
21 H 0.715 3.662 -1.331  0.076
22 H 1.192 2.226 -2.245  0.086
23 C 2.427 0.336 0.253  -0.044
24 H 3.087 1.217 0.266  0.089
25 H 2.581 -0.104 -0.740  0.058
26 H 2.762 -0.412 0.977  0.071
27 C 1.016 -2.841 -0.534  -0.092
28 C 2.307 -3.056 -0.220  -0.114
29 C 3.202 -3.947 -1.011  -0.181
30 C 3.294 -3.679 -2.526  -0.193
31 C 3.483 -2.260 -2.969  -0.091
32 C 2.521 -1.367 -3.228  -0.117
33 C 1.168 -1.307 -2.524  -0.217
34 C 0.533 -2.597 -1.929  -0.190
35 H 2.834 -4.976 -0.856  0.123
36 H 2.438 -4.141 -3.022  0.096
37 H 4.198 -3.905 -0.561  0.109
38 H 0.742 -3.452 -2.587  0.098
39 H 0.265 -2.878 0.260  0.096
40 H 2.731 -2.624 0.694  0.096
41 H -0.565 -2.474 -1.911  0.047
42 H 1.216 -0.578 -1.703  0.070
43 H 2.696 -0.563 -3.979  0.109
44 H 0.446 -0.831 -3.219  0.017
45 H 4.147 -4.267 -2.882  0.112
46 H 4.521 -1.932 -3.035  0.111
47 P -1.463 -0.933 -5.031  0.727
48 P -1.713 2.153 -5.690  0.777
49 C -1.862 -0.480 -6.801  -0.404
50 C -2.296 0.962 -7.015  -0.459
51 H -2.657 -1.167 -7.132  0.087
52 H -0.951 -0.692 -7.384  0.077
53 H -1.915 1.314 -7.987  0.082
54 H -3.396 1.048 -7.015  0.081
55 C -2.155 3.571 -6.795  -0.316
56 H -1.735 4.502 -6.410  0.041
57 H -3.243 3.667 -6.830  0.040
58 H -1.789 3.415 -7.819  0.047
59 C 0.078 2.162 -6.148  -0.301
60 H 0.226 2.212 -7.235  0.055
61 H 0.618 1.297 -5.751  0.019
62 H 0.527 3.055 -5.697  0.042
63 C -2.924 -2.032 -4.675  -0.334
64 H -2.901 -2.456 -3.651  0.019
65 H -2.850 -2.851 -5.402  0.062
66 H -3.872 -1.490 -4.835  0.045
67 C -0.141 -2.141 -5.428  -0.235
68 H 0.078 -2.095 -6.502  0.049
69 H -0.459 -3.154 -5.157  0.061
70 H 0.771 -1.881 -4.884  0.009
71 C -2.462 -4.197 1.622  -0.056
72 C -3.224 -2.886 1.434  -0.641
73 C -4.673 -3.158 1.047  -0.060
74 C -3.188 -2.261 2.837  -0.061
75 C -2.704 -2.087 0.326  -0.195
76 C -2.482 -1.454 -0.727  -0.232
77 H -3.088 -4.837 2.261  0.090
78 H -1.517 -4.009 2.139  0.085
79 H -2.254 -4.703 0.680  0.087
80 H -5.133 -3.880 1.725  0.089
81 H -5.249 -2.228 1.055  0.089
82 H -4.703 -3.550 0.030  0.084
83 H -2.164 -2.005 3.128  0.065
84 H -3.824 -1.383 2.962  0.081
85 H -3.545 -3.024 3.545  0.096